68
Properties=species:S:1:pos:R:3 method="wB97M-V/def2-TZVPD" homo_energy_ev=-12.23 spin_multiplicity=1 fmax_ev_per_a=5.817 total_charge=+1 lumo_energy_ev=-4.64
N 0.77 -2.18 -1.28
C 0.50 -3.02 -0.27
N -0.71 -3.67 0.13
C -0.31 -4.45 1.25
N 1.08 -4.20 1.48
P 2.13 -4.83 2.75
O 3.20 -3.78 3.07
O 1.10 -5.08 4.08
O 2.92 -6.24 2.32
N 1.61 -3.35 0.57
H 0.16 -1.38 -1.46
H 1.63 -2.29 -1.84
H -0.98 -5.13 1.85
H 0.48 -4.32 4.04
H 3.78 -6.26 2.82
H 2.59 -3.03 0.52
C 4.38 1.45 -2.37
C 3.71 1.07 -3.68
C 2.43 1.81 -3.94
O 1.74 0.90 -4.79
C 2.18 -0.35 -4.47
O 1.67 -1.37 -4.85
O 3.27 -0.29 -3.66
H 3.69 1.31 -1.53
H 5.24 0.80 -2.18
H 4.71 2.49 -2.39
H 4.42 1.18 -4.50
H 2.60 2.76 -4.45
H 1.83 1.97 -3.05
C 0.33 -9.66 7.14
C -0.50 -8.95 6.10
C 0.01 -7.59 5.74
O -1.17 -6.92 5.30
C -2.21 -7.52 5.96
O -3.32 -7.09 5.98
O -1.81 -8.65 6.59
H 0.43 -9.06 8.05
H -0.15 -10.60 7.44
H 1.33 -9.89 6.76
H -0.61 -9.58 5.21
H 0.76 -7.61 4.95
H 0.42 -7.03 6.60
C -0.30 4.39 -1.81
C 0.73 5.49 -1.81
C 0.43 6.60 -2.78
O 1.74 7.12 -3.04
C 2.61 6.09 -2.87
O 3.76 6.12 -3.19
O 2.00 5.03 -2.28
H -0.43 3.97 -2.82
H 0.02 3.56 -1.17
H -1.27 4.75 -1.46
H 0.87 5.87 -0.79
H -0.21 7.37 -2.35
H 0.00 6.26 -3.72
C -6.09 5.50 -1.49
C -5.06 6.60 -1.49
C -5.35 7.71 -2.46
O -4.05 8.22 -2.72
C -3.18 7.19 -2.54
O -2.02 7.22 -2.86
O -3.79 6.13 -1.95
H -6.22 5.08 -2.49
H -5.77 4.67 -0.84
H -7.06 5.86 -1.14
H -4.92 6.99 -0.47
H -6.00 8.48 -2.04
H -5.78 7.36 -3.40



12
Properties=species:S:1:pos:R:3 method="wB97M-V/def2-TZVPD" homo_energy_ev=-8.86 de_lowest_kcal_mol=71.2 spin_multiplicity=1 fmax_ev_per_a=4.239 lumo_energy_ev=-0.66
C -2.72 -1.20 -0.98
C -1.43 -1.04 -0.39
C -0.95 -1.06 0.95
C 0.13 -0.15 0.99
F 0.83 0.24 2.05
C 0.51 0.22 -0.41
Cl 1.79 1.38 -0.54
C -0.41 -0.39 -1.22
H -3.74 -1.30 -0.24
H -2.94 -1.08 -2.11
H -1.42 -1.43 1.80
H -0.62 -0.07 -2.24



64
Properties=species:S:1:pos:R:3 method="wB97M-V/def2-TZVPD" homo_energy_ev="-10.23 / -10.86" s_squared=6.097 spin_multiplicity=5 fmax_ev_per_a=4.346 total_charge=+1 lumo_energy_ev="-2.40 / -5.62"
C 4.80 -2.95 1.20
O 4.10 -1.89 1.87
C 2.98 -1.33 1.29
C 2.81 0.04 1.43
C 1.67 0.73 0.76
C 0.84 -0.13 -0.13
C 0.99 -1.49 -0.13
C 2.03 -2.12 0.59
Fe 3.25 -0.02 4.26
C 3.40 0.98 5.67
O 3.40 1.57 6.67
C 4.19 -1.35 4.89
O 4.70 -2.17 5.54
C 1.63 -0.63 4.60
O 0.58 -1.11 4.78
H 5.31 -3.50 1.99
H 4.11 -3.61 0.65
H 5.53 -2.52 0.51
H 3.60 0.68 1.86
H 1.00 1.15 1.53
H 2.06 1.61 0.21
H -0.11 0.32 -0.53
H 0.32 -2.14 -0.69
H 2.10 -3.22 0.60
C -4.85 -2.36 0.65
C -3.93 -2.04 1.64
C -3.10 -0.90 1.53
C -2.22 -0.51 2.57
C -1.49 0.66 2.48
C -1.57 1.45 1.31
C -2.32 1.05 0.22
C -2.27 1.83 -1.07
C -1.60 1.03 -2.19
C -1.73 1.65 -3.58
C -0.35 1.83 -4.21
C 0.46 2.75 -3.29
C 0.61 2.12 -1.91
N -0.14 0.82 -1.86
C 0.46 -0.13 -2.86
C 0.32 0.44 -4.26
C -3.17 -0.11 0.33
C -4.07 -0.50 -0.70
C -4.92 -1.58 -0.52
H -5.52 -3.21 0.77
H -3.84 -2.66 2.54
H -2.15 -1.13 3.46
H -0.86 0.98 3.30
H -1.02 2.40 1.27
H -3.29 2.07 -1.40
H -1.75 2.79 -0.93
H -2.01 0.00 -2.22
H -2.36 0.99 -4.19
H -2.25 2.62 -3.51
H -0.43 2.26 -5.21
H 1.45 2.95 -3.71
H -0.04 3.72 -3.18
H 1.66 1.88 -1.70
H 0.25 2.77 -1.10
H 1.52 -0.27 -2.58
H -0.04 -1.09 -2.75
H -0.29 -0.25 -4.87
H 1.30 0.51 -4.73
H -4.10 0.08 -1.62
H -5.64 -1.82 -1.31



14
Properties=species:S:1:pos:R:3 method="wB97M-V/def2-TZVPD" homo_energy_ev=-3.12 spin_multiplicity=1 fmax_ev_per_a=1.634 total_charge=-1 lumo_energy_ev=0.84
C 2.12 -1.09 0.53
C 1.13 -0.07 0.06
I 1.54 2.01 0.39
C 0.03 -0.40 -0.58
I -0.41 -2.45 -0.94
O -0.83 0.54 -1.08
C -2.02 0.66 -0.45
O -2.97 1.09 -1.02
O -2.03 0.31 0.88
I -3.53 -0.98 1.22
H 2.60 -1.49 -0.36
H 2.88 -0.61 1.13
H 1.65 -1.92 1.03
I -0.15 4.40 -0.83



15
Properties=species:S:1:pos:R:3 method="wB97M-V/def2-TZVPD" homo_energy_ev="-17.90 / -18.49" s_squared=0.757 spin_multiplicity=2 fmax_ev_per_a=5.362 total_charge=+2 lumo_energy_ev="-9.63 / -10.59"
O 3.23 0.87 1.63
C 3.46 -0.31 1.36
O 2.74 -1.03 0.63
Li 1.81 -2.66 0.57
Zn 1.42 0.67 0.57
C -0.19 1.40 -1.03
C -1.18 1.51 -0.15
H 0.09 2.10 -1.81
H -1.32 2.33 0.57
O -2.52 -1.68 0.13
C -1.56 -0.83 0.05
O -0.48 -1.09 -0.55
O -1.95 0.38 0.27
H -3.07 -1.70 -0.67
H -0.48 0.04 -1.57



25
Properties=species:S:1:pos:R:3 method="wB97M-V/def2-TZVPD" homo_energy_ev=-8.01 de_lowest_kcal_mol=18.8 spin_multiplicity=1 fmax_ev_per_a=4.756 lumo_energy_ev=0.61
C 0.81 -0.02 0.43
C 2.08 0.35 0.18
C -1.46 -1.32 0.96
C -1.85 -0.15 0.08
C 3.27 -0.52 0.07
C 2.54 1.80 -0.14
C -3.11 0.63 0.52
C -1.74 -0.33 -1.40
O 0.53 -2.27 -0.82
S -0.48 1.14 0.38
S 0.28 -1.77 0.54
H -1.36 -1.07 2.07
H -2.13 -2.11 0.85
H 3.52 -0.32 -1.00
H 4.14 -0.30 0.82
H 2.91 -1.48 0.32
H 3.11 2.08 0.63
H 3.18 1.89 -1.01
H 1.64 2.37 -0.12
H -3.11 1.70 0.22
H -3.21 0.82 1.53
H -4.12 0.15 0.25
H -1.96 0.68 -1.95
H -2.63 -1.09 -1.65
H -0.90 -0.86 -1.77



37
Properties=species:S:1:pos:R:3 method="wB97M-V/def2-TZVPD" homo_energy_ev=-2.71 de_lowest_kcal_mol=223.5 spin_multiplicity=1 fmax_ev_per_a=15.406 total_charge=-1 lumo_energy_ev=3.19
I 1.44 1.51 -0.36
C -2.64 0.48 -3.15
O -2.20 -0.39 -2.12
C -1.91 0.28 -0.89
C -1.12 -0.73 0.07
N 0.33 -0.69 -0.20
C 0.63 -1.14 -1.58
C 0.21 -2.57 -1.94
O 0.88 -3.54 -1.07
C 0.58 -4.88 -1.38
H -2.24 1.50 -3.17
H -3.71 0.58 -2.99
H -2.48 0.11 -4.16
H -2.83 0.57 -0.37
H -1.41 1.23 -1.07
H -1.53 -1.73 0.01
H -1.28 -0.39 1.09
H 0.56 0.29 -0.12
H 1.67 -0.96 -1.86
H 0.11 -0.51 -2.30
H 0.49 -2.72 -2.99
H -0.88 -2.65 -1.91
H 1.10 -5.53 -0.66
H 0.89 -5.16 -2.39
H -0.50 -5.04 -1.31
C 0.21 2.04 3.10
C 1.38 2.97 2.69
C 2.25 3.23 3.91
O 2.18 2.40 1.67
H -0.25 1.65 2.19
H -0.53 2.57 3.70
H 0.56 1.20 3.70
H 1.01 3.90 2.25
H 2.39 2.30 4.46
H 1.75 3.88 4.63
H 3.20 3.70 3.67
H 1.68 2.23 0.87



21
Properties=species:S:1:pos:R:3 method="wB97M-V/def2-TZVPD" homo_energy_ev="-9.95 / -9.07" de_lowest_kcal_mol=78.6 spin_multiplicity=1 fmax_ev_per_a=4.893 lumo_energy_ev="-2.07 / -0.87"
C -1.63 2.01 0.67
C 0.72 -2.38 -0.32
C -2.47 1.01 -0.22
C 2.16 -2.02 0.11
N -0.33 2.09 0.18
N 0.17 -1.33 -1.08
O 0.67 0.69 2.12
P 0.77 0.95 0.68
Cl -2.61 1.52 -2.01
Cl 3.31 -2.03 -1.31
Br 2.58 2.08 0.21
H -1.73 1.44 1.55
H -2.25 2.85 0.65
H 0.17 -2.71 0.50
H 0.56 -3.26 -0.89
H -3.37 0.80 0.29
H -2.00 0.12 -0.36
H 2.70 -2.75 0.76
H 1.96 -1.08 0.58
H -0.21 2.75 -0.54
H 0.83 -0.76 -1.58



24
Properties=species:S:1:pos:R:3 method="wB97M-V/def2-TZVPD" homo_energy_ev="-16.74 / -17.12" de_lowest_kcal_mol=0.0 s_squared=3.776 spin_multiplicity=4 fmax_ev_per_a=7.135 total_charge=+2 lumo_energy_ev="-9.76 / -10.19"
O 0.04 -3.13 -0.06
C -0.17 -2.01 -0.24
V -0.27 -0.03 -0.28
O -2.36 0.00 -2.84
C -1.64 -0.01 -1.96
C 1.67 -0.01 -0.27
O 2.81 0.00 -0.45
C -0.23 1.95 -0.09
O 0.00 3.08 0.08
S -1.45 -0.18 1.72
C -0.50 0.04 3.18
N -1.11 0.67 4.20
C -0.45 0.77 5.52
C 1.05 1.00 5.35
C 1.60 -0.13 4.48
N 0.78 -0.32 3.25
H -2.14 0.82 4.01
H -0.62 -0.16 6.10
H -0.96 1.59 6.01
H 1.56 1.01 6.34
H 1.24 1.95 4.85
H 1.60 -1.07 5.06
H 2.59 0.07 4.09
H 1.07 -1.02 2.52



104
Properties=species:S:1:pos:R:3 method="wB97M-V/def2-TZVPD" homo_energy_ev=-12.87 spin_multiplicity=1 fmax_ev_per_a=4.169 total_charge=+3 lumo_energy_ev=-11.23
C 12.02 10.18 11.54
C 10.69 10.86 11.55
C 9.76 10.47 12.72
O 8.66 11.33 12.74
C 7.69 11.33 13.83
N 10.95 12.39 11.78
H 11.43 12.55 12.64
H 11.56 12.80 11.01
H 10.07 12.90 11.93
H 12.72 10.66 12.18
H 12.60 10.33 10.58
H 12.05 9.13 11.68
H 10.09 10.87 10.59
H 10.27 10.51 13.67
H 9.35 9.50 12.50
H 7.98 10.56 14.57
H 6.72 11.14 13.44
H 7.74 12.30 14.28
C 9.02 18.88 18.18
C 9.65 19.18 16.80
C 9.55 18.07 15.80
N 9.61 18.41 14.30
C 10.78 19.30 14.11
C 8.30 19.10 14.00
C 7.48 18.22 13.08
C 8.61 17.46 12.34
C 9.63 17.20 13.44
H 9.50 17.97 18.73
H 7.92 18.70 18.17
H 9.13 19.83 18.76
H 10.76 19.40 16.87
H 9.27 20.14 16.47
H 8.59 17.52 15.92
H 10.35 17.32 16.00
H 10.65 20.25 14.63
H 10.97 19.42 13.08
H 11.62 18.77 14.57
H 8.49 20.04 13.49
H 7.89 19.25 14.99
H 6.77 18.68 12.41
H 6.93 17.52 13.71
H 9.04 18.15 11.58
H 8.39 16.43 11.98
H 10.64 17.01 13.20
H 9.34 16.39 14.05
C 14.63 13.26 13.00
C 15.25 13.69 14.30
C 14.77 12.84 15.44
N 15.11 13.27 16.89
C 14.78 14.72 17.12
C 16.59 12.95 17.23
C 16.52 12.06 18.49
C 15.14 12.37 19.10
C 14.36 12.39 17.83
H 13.54 13.26 13.15
H 14.83 12.25 12.58
H 14.81 14.06 12.24
H 14.95 14.71 14.58
H 16.31 13.83 14.27
H 15.23 11.85 15.27
H 13.70 12.70 15.36
H 14.93 14.91 18.19
H 13.75 15.01 16.80
H 15.54 15.23 16.60
H 17.16 13.90 17.43
H 16.96 12.42 16.37
H 17.39 12.29 19.08
H 16.52 11.01 18.18
H 15.14 13.35 19.48
H 14.82 11.63 19.81
H 13.33 12.64 17.80
H 14.47 11.42 17.34
C 4.31 6.26 20.92
C 4.74 6.82 21.99
C 5.18 6.70 23.47
N 6.51 6.04 23.42
C 6.91 5.84 21.78
C 7.79 6.83 24.01
C 7.90 6.22 25.38
C 7.87 4.72 25.00
C 6.50 4.83 24.21
H 2.74 11.69 15.44
H 13.69 8.92 21.38
H 11.65 5.25 14.29
H 15.40 14.40 21.83
H 9.52 6.02 19.12
H 4.47 6.14 23.97
H 5.27 7.54 24.10
H 6.33 5.00 21.39
H 7.95 5.63 21.85
H 6.91 6.84 21.31
H 8.50 6.54 23.24
H 7.61 7.91 24.00
H 8.78 6.75 25.85
H 7.11 6.35 26.03
H 8.84 4.33 24.67
H 7.58 4.15 25.90
H 5.93 4.08 23.60
H 5.67 5.04 24.97
B 10.99 14.01 14.61
F 12.14 14.44 15.34
F 9.86 14.24 15.36
F 10.84 14.55 13.39
F 11.21 12.64 14.35



98
Properties=species:S:1:pos:R:3 method="wB97M-V/def2-TZVPD" homo_energy_ev="-10.72 / -10.72" de_lowest_kcal_mol=4.6 s_squared=6.022 spin_multiplicity=5 fmax_ev_per_a=0.665 total_charge=+1 lumo_energy_ev="-3.57 / -4.79"
Ru 0.37 -0.11 0.14
C -0.53 4.13 -0.37
C -0.56 2.64 -0.29
N 0.48 1.92 -0.03
N 1.72 2.48 0.12
C 2.62 1.54 0.11
O 2.29 0.27 -0.01
C 4.05 1.86 0.22
C 4.47 3.19 0.25
C 5.81 3.49 0.35
C 6.74 2.46 0.43
C 6.33 1.13 0.40
C 4.98 0.83 0.29
C -1.78 1.86 -0.55
C -3.01 2.46 -0.72
C -4.10 1.65 -1.03
C -3.92 0.29 -1.17
C -2.65 -0.24 -0.97
N -1.60 0.53 -0.66
H 0.49 4.49 -0.27
H -1.14 4.54 0.44
H -0.96 4.46 -1.31
H 3.73 3.98 0.18
H 6.14 4.52 0.37
H 7.80 2.69 0.51
H 7.06 0.33 0.46
H 4.65 -0.20 0.26
H -3.12 3.52 -0.61
H -5.08 2.09 -1.16
H -4.73 -0.37 -1.42
H -2.48 -1.31 -1.04
O -1.52 -2.33 0.70
C -0.45 -2.81 0.39
O 0.56 -2.05 0.01
C -0.15 -4.28 0.43
C -1.13 -5.11 1.26
Ge -3.06 -4.64 1.32
C -3.80 -4.11 -0.40
C -3.14 -4.42 -1.59
C -3.68 -4.10 -2.83
C -4.91 -3.46 -2.89
C -5.59 -3.16 -1.72
C -5.03 -3.47 -0.49
C -3.45 -3.36 2.74
C -3.77 -2.02 2.49
C -4.00 -1.13 3.53
C -3.89 -1.56 4.85
C -3.56 -2.88 5.12
C -3.35 -3.77 4.07
C -3.97 -6.32 1.80
C -5.06 -6.34 2.66
C -5.75 -7.53 2.92
C -5.35 -8.71 2.31
C -4.26 -8.70 1.44
C -3.58 -7.51 1.19
H 0.88 -4.40 0.77
H -0.15 -4.61 -0.61
H -0.82 -5.11 2.31
H -1.08 -6.15 0.94
H -2.19 -4.95 -1.56
H -3.15 -4.36 -3.73
H -5.35 -3.22 -3.85
H -6.57 -2.69 -1.77
H -5.59 -3.24 0.42
H -3.83 -1.67 1.47
H -4.26 -0.10 3.32
H -4.07 -0.87 5.67
H -3.48 -3.23 6.14
H -3.10 -4.80 4.30
H -5.40 -5.43 3.14
H -6.60 -7.52 3.59
H -5.88 -9.63 2.51
H -3.95 -9.62 0.96
H -2.75 -7.54 0.50
N -0.32 0.09 2.08
C -0.23 0.25 3.32
C 0.24 -0.86 4.18
C -0.10 -2.18 3.87
C 0.37 -3.21 4.67
C 1.18 -2.93 5.76
C 1.52 -1.62 6.07
C 1.05 -0.58 5.29
C -0.61 1.56 3.93
C -1.42 1.58 5.06
C -1.81 2.80 5.60
C -1.38 3.98 5.02
C -0.56 3.96 3.90
C -0.18 2.75 3.34
H -0.77 -2.37 3.05
H 0.08 -4.23 4.45
H 1.55 -3.75 6.37
H 2.15 -1.41 6.92
H 1.30 0.44 5.53
H -1.74 0.65 5.52
H -2.44 2.82 6.48
H -1.67 4.93 5.45
H -0.20 4.89 3.47
H 0.48 2.72 2.49